The following is a DFT calculation (the ωB97M-V functional and the def2-TZVPD basis) of 2 unconnected molecules or ions with the total composition C4H13NO2.

Each line ends with the Mulliken charge.
Element x y z (Å)
C  -1.60141  -0.36616  0.94833  -0.786
O  -1.70980  0.33696  2.16543  -0.516
C  -0.21545  -0.17249  0.29056  0.898
C  -0.07579  -1.05890  -0.92820  -0.577
C  1.27735  -0.90428  -1.63710  -1.236
N  0.82343  -0.31790  1.31828  -0.522
H  -1.66744  -1.43092  1.21237  0.365
H  -2.46682  -0.19959  0.29502  0.343
H  -1.68307  1.30319  2.03881  0.327
H  -0.10605  0.87915  -0.01698  -0.510
H  -0.18065  -2.09559  -0.57257  0.354
H  -0.88608  -1.02810  -1.65895  0.431
H  2.01598  -0.37741  -1.02490  0.368
H  1.28332  -0.30335  -2.54550  0.322
H  1.72313  -1.88315  -1.82037  0.315
H  1.53019  -0.94701  1.01084  0.212
H  0.43471  -0.56748  2.21813  0.239
H  1.25220  2.96008  -0.30347  0.316
H  -0.22816  3.01811  -0.17993  0.308
O  0.48042  3.15483  -0.80979  -0.653

Results
Calculated total energy, eV: -9943.3422
Largest force on an atom, eV/Å: 1.7
HOMO energy, Eh: -0.336
Energy relative to the best compared isomer or geometry (same formula, charge and spin), kJ/mol: 82.4
HOMO-LUMO gap, Eh: 0.359

---

The following is a DFT calculation (the ωB97M-V functional and the def2-TZVPD basis) of 3 unconnected molecules or ions with the total composition C4H13NO2.

Each line ends with the Mulliken charge.
Element x y z (Å)
C  -2.39411  -0.92850  1.47587  -1.156
C  -1.55613  0.37533  1.44936  -0.303
C  -0.48683  0.47574  0.56359  0.287
N  0.53266  1.53243  0.74004  -0.328
C  1.30844  1.82969  -0.46883  -0.795
H  -2.99830  -1.08002  2.35486  0.330
H  -1.93277  -1.83494  1.19487  0.356
H  -3.05089  -0.69721  0.68508  0.301
H  -1.45939  1.13578  2.26196  0.245
H  -0.58491  -0.11230  -0.39758  -0.032
H  0.05069  2.28315  1.21836  0.272
H  2.43454  1.49742  -0.35492  0.249
H  1.45104  2.94916  -0.48668  0.326
H  0.93514  1.58246  -1.47668  0.275
H  -1.29643  -1.26994  -2.09655  0.319
H  -0.60772  -2.52640  -2.49148  0.283
O  -0.35166  -1.74933  -1.99086  -0.600
H  2.01198  -1.67910  -0.99255  0.273
H  2.02976  -0.67386  0.05449  0.347
O  2.60921  -0.85251  -0.85582  -0.651

Results
Calculated total energy, eV: -9940.9303
Largest force on an atom, eV/Å: 6.1
HOMO energy, Eh: -0.287
Energy relative to the best compared isomer or geometry (same formula, charge and spin), kJ/mol: 315.2
HOMO-LUMO gap, Eh: 0.300

---

The following is a DFT calculation (the ωB97M-V functional and the def2-TZVPD basis) of 3 unconnected molecules or ions with the total composition C4H13NO2.

Each line ends with the Mulliken charge.
Element x y z (Å)
N  -0.56680  -0.52535  -1.21670  -0.446
C  0.15611  0.73920  -1.21355  -0.553
C  -0.36102  1.51626  0.05041  -0.549
C  -1.34008  0.56424  0.76038  -0.393
C  -1.74261  -0.42888  -0.32730  -0.702
H  -0.03075  -1.34987  -0.96444  0.299
H  1.22605  0.72019  -1.35697  0.459
H  -0.33931  1.32437  -2.00496  0.220
H  0.48499  1.72735  0.72381  0.166
H  -0.85287  2.48008  -0.04521  0.379
H  -1.01465  0.06409  1.66744  0.133
H  -2.21935  1.13346  1.08918  0.322
H  -2.10922  -1.41778  -0.04783  0.401
H  -2.55460  -0.12015  -0.98906  0.291
H  0.59269  -1.25972  1.99613  0.316
H  1.54951  -0.00903  2.04364  0.318
O  1.52943  -0.97134  2.01353  -0.612
H  1.73068  -1.47437  -0.96528  0.285
H  3.18666  -1.29214  -0.20966  0.312
O  2.67516  -1.42061  -1.00357  -0.647

Results
Calculated total energy, eV: -9942.9253
Largest force on an atom, eV/Å: 3.2
HOMO energy, Eh: -0.327
Energy relative to the best compared isomer or geometry (same formula, charge and spin), kJ/mol: 122.7
HOMO-LUMO gap, Eh: 0.348

---

The following is a DFT calculation (the ωB97M-V functional and the def2-TZVPD basis) of 2 unconnected molecules or ions with the total composition C4H13NO2.

Each line ends with the Mulliken charge.
Element x y z (Å)
C  -0.30672  1.91982  -0.56822  -1.242
N  0.05025  0.53891  -0.87603  0.062
C  0.04364  0.30557  -2.31461  -1.086
C  -0.83566  -0.43640  -0.22953  -0.607
C  -0.05714  -1.74284  0.06714  -0.602
O  -0.23047  -2.02757  1.44721  -0.495
H  0.59081  2.49571  -0.85103  0.387
H  -1.14774  2.33065  -1.13197  0.336
H  -0.33309  2.10520  0.50188  0.477
H  -0.90135  0.44030  -2.86125  0.382
H  0.32114  -0.74654  -2.43432  0.326
H  0.78827  0.87236  -2.87689  0.329
H  -1.78884  -0.56653  -0.75910  0.345
H  -1.06328  -0.02733  0.75546  0.419
H  0.98422  -1.53581  -0.19448  0.309
H  -0.45775  -2.55608  -0.55258  0.376
H  0.02504  -2.93691  1.58966  0.307
H  1.48133  1.35626  1.31947  0.334
H  0.82253  0.38391  2.21177  0.312
O  1.16354  1.28412  2.21470  -0.668

Results
Calculated total energy, eV: -9942.9429
Largest force on an atom, eV/Å: 1.8
HOMO energy, Eh: -0.331
Energy relative to the best compared isomer or geometry (same formula, charge and spin), kJ/mol: 121.0
HOMO-LUMO gap, Eh: 0.359

---

The following is a DFT calculation (the ωB97M-V functional and the def2-TZVPD basis) of 2 unconnected molecules or ions with the total composition C4H13NO2.

Each line ends with the Mulliken charge.
Element x y z (Å)
C  -2.75347  0.06428  -0.04400  -1.242
C  -1.59498  1.06088  0.12735  -0.287
C  -0.76172  0.70066  -1.30170  -0.488
C  -0.16589  -0.71989  -1.06735  -0.587
O  0.23494  -1.14521  0.31815  -0.516
N  -0.58979  1.14644  1.22068  -0.469
H  -3.50552  0.33519  -0.80716  0.371
H  -2.54658  -1.01612  -0.19304  0.300
H  -3.44183  0.02886  0.87016  0.307
H  -1.92488  2.07163  0.01045  0.495
H  -0.01918  1.51688  -1.43148  0.396
H  -1.72483  0.64242  -1.96326  0.294
H  0.66870  -0.84646  -1.71527  0.418
H  -0.98347  -1.41803  -1.44620  0.213
H  -0.67089  -1.29080  0.72322  0.349
H  -0.14405  2.00892  0.91974  0.254
H  -1.11173  1.14534  2.00824  0.192
H  6.76970  -1.56708  2.02439  0.311
H  6.96876  -1.45732  0.41172  0.331
O  7.29670  -1.26059  1.33535  -0.642

Results
Calculated total energy, eV: -9941.0814
Largest force on an atom, eV/Å: 4.3
HOMO energy, Eh: -0.317
Energy relative to the best compared isomer or geometry (same formula, charge and spin), kJ/mol: 300.6
HOMO-LUMO gap, Eh: 0.346

---

The following is a DFT calculation (the ωB97M-V functional and the def2-TZVPD basis) of 2 unconnected molecules or ions with the total composition C4H13NO2.

Each line ends with the Mulliken charge.
Element x y z (Å)
C  0.20682  1.27416  0.18596  -0.713
N  -0.18337  -0.12903  0.33764  -0.345
C  0.52385  -1.02010  1.24152  -0.544
O  0.16660  -2.36803  0.97939  -0.538
C  0.64666  1.53638  -1.26608  -0.438
C  2.05396  1.05546  -1.59476  -1.077
H  -0.67098  1.84035  0.50369  0.335
H  1.01324  1.58915  0.86251  0.344
H  -0.19450  -0.70352  -0.50397  0.368
H  0.29823  -0.79621  2.28973  0.311
H  1.60164  -0.83925  1.19499  0.364
H  -0.79446  -2.28148  1.02054  0.339
H  0.55935  2.61653  -1.41728  0.347
H  -0.08290  1.04742  -1.91477  0.291
H  2.78966  1.73054  -1.13918  0.312
H  2.31858  0.07685  -1.19831  0.291
H  2.16690  1.11789  -2.67877  0.329
H  -3.51567  0.24812  -0.43156  0.308
H  -2.11584  -0.27814  -0.19072  0.359
O  -3.00400  -0.23843  0.19834  -0.642

Results
Calculated total energy, eV: -9943.1606
Largest force on an atom, eV/Å: 1.5
HOMO energy, Eh: -0.334
Energy relative to the best compared isomer or geometry (same formula, charge and spin), kJ/mol: 100.0
HOMO-LUMO gap, Eh: 0.367

---

The following is a DFT calculation (the ωB97M-V functional and the def2-TZVPD basis) of 2 unconnected molecules or ions with the total composition C4H13NO2.

Each line ends with the Mulliken charge.
Element x y z (Å)
C  -0.49011  1.69317  0.91590  -0.233
C  -1.64893  0.73393  1.15496  -0.973
N  1.10770  0.40809  2.05497  -0.541
O  0.76578  1.03892  0.80966  -0.187
H  1.09474  -0.59458  1.86242  0.246
H  2.05735  0.71102  2.25477  0.227
H  -0.59250  2.20733  -0.04333  0.269
H  -0.44460  2.44037  1.71759  0.337
H  -1.64633  -0.06694  0.41846  0.192
H  -2.59263  1.27197  1.09951  0.363
H  -1.54776  0.27735  2.13709  0.326
C  -0.49063  -0.66752  -2.16826  -0.645
C  1.31214  -1.61643  -0.97594  -0.611
O  -0.08074  -1.56074  -0.97079  -0.316
H  1.74431  -0.64299  -0.71252  0.254
H  -1.53470  -0.93853  -2.30358  0.201
H  -0.32974  0.35197  -1.81497  0.215
H  0.03038  -0.83854  -3.12377  0.370
H  1.62379  -2.40977  -0.29275  0.219
H  1.66251  -1.79806  -2.01943  0.288

Results
Calculated total energy, eV: -9940.9421
Largest force on an atom, eV/Å: 3.3
HOMO energy, Eh: -0.355
Energy relative to the best compared isomer or geometry (same formula, charge and spin), kJ/mol: 314.0
HOMO-LUMO gap, Eh: 0.393

---

The following is a DFT calculation (the ωB97M-V functional and the def2-TZVPD basis) of 3 unconnected molecules or ions with the total composition C4H13NO2.

Each line ends with the Mulliken charge.
Element x y z (Å)
C  1.20862  -0.05798  1.32125  -0.639
N  1.13284  -1.53215  1.15030  -0.381
C  1.82511  -1.82759  -0.14151  -0.515
C  2.18685  -0.46981  -0.79776  -0.630
C  1.34545  0.62088  -0.02801  -0.409
H  0.26150  0.23809  1.77043  0.334
H  2.03909  0.26819  1.96541  0.312
H  1.65844  -1.86519  1.93582  0.288
H  2.67628  -2.46800  0.09255  0.291
H  1.22573  -2.46995  -0.79259  0.240
H  2.17491  -0.61303  -1.87680  0.336
H  3.22523  -0.27247  -0.51513  0.315
H  1.95163  1.50590  -0.15360  0.337
H  0.30185  0.60785  -0.34448  0.148
H  -1.00149  -0.59702  -1.50253  0.299
H  -2.28126  -1.50244  -1.29777  0.292
O  -1.68837  -0.90634  -0.87703  -0.617
H  -5.46847  4.27984  0.05784  0.315
H  -6.71230  3.45482  -0.31276  0.313
O  -6.06167  3.60642  0.34637  -0.629

Results
Calculated total energy, eV: -9942.8055
Largest force on an atom, eV/Å: 3.1
HOMO energy, Eh: -0.317
Energy relative to the best compared isomer or geometry (same formula, charge and spin), kJ/mol: 134.2
HOMO-LUMO gap, Eh: 0.349

---

The following is a DFT calculation (the ωB97M-V functional and the def2-TZVPD basis) of 3 unconnected molecules or ions with the total composition C4H13NO2.

Each line ends with the Mulliken charge.
Element x y z (Å)
C  0.10141  0.39391  -0.36747  -0.262
N  -0.01924  -1.15305  -0.64322  -0.618
C  -0.65824  -1.67739  0.57335  -0.600
C  -1.74817  -0.66582  0.85925  -0.407
C  -1.26008  0.65208  0.39640  -0.630
H  0.86531  0.56726  0.47886  0.119
H  0.22247  0.88679  -1.34636  0.394
H  0.91523  -1.46624  -0.70811  0.296
H  -1.14928  -2.62258  0.53149  0.390
H  0.06801  -1.83546  1.34293  0.249
H  -2.15874  -0.86669  1.90789  0.311
H  -2.53885  -1.06391  0.18767  0.181
H  -1.97465  1.05218  -0.25928  0.244
H  -1.14532  1.35403  1.22199  0.353
H  2.67199  -1.31294  1.10706  0.301
H  4.02887  -1.28347  0.06156  0.303
O  3.08191  -1.33305  0.27330  -0.614
H  -0.48038  3.40861  -1.45022  0.323
H  0.70641  3.68082  -2.52566  0.319
O  0.47133  3.28491  -1.64143  -0.651

Results
Calculated total energy, eV: -9942.4263
Largest force on an atom, eV/Å: 3.4
HOMO energy, Eh: -0.315
Energy relative to the best compared isomer or geometry (same formula, charge and spin), kJ/mol: 170.8
HOMO-LUMO gap, Eh: 0.343

---

The following is a DFT calculation (the ωB97M-V functional and the def2-TZVPD basis) of 3 unconnected molecules or ions with the total composition C4H13NO2.

Each line ends with the Mulliken charge.
Element x y z (Å)
C  2.10185  -1.08547  -2.37397  -1.267
C  1.39040  0.21421  -2.01332  -0.223
C  -0.00459  0.09266  -1.44990  0.608
C  -0.78701  -0.94223  -1.77548  -1.121
N  -0.53856  1.29246  -0.97405  -0.516
H  1.94088  -1.82504  -1.57580  0.347
H  1.80525  -1.53810  -3.31126  0.325
H  3.16733  -0.94388  -2.25998  0.368
H  1.98547  0.72275  -1.23755  0.249
H  1.43421  0.95265  -2.80847  0.303
H  -0.40030  -1.70931  -2.43311  0.228
H  -1.86846  -0.82909  -1.86997  0.300
H  -0.21181  1.76607  -0.14647  0.206
H  -1.54356  1.29594  -1.07603  0.209
H  -0.66436  1.01073  3.56010  0.316
H  0.15438  1.85440  4.53567  0.312
O  -0.73096  1.51353  4.38538  -0.633
H  -1.02596  -1.87818  2.06091  0.307
H  -1.97884  -0.73688  2.19126  0.315
O  -1.18545  -1.09938  2.60549  -0.633

Results
Calculated total energy, eV: -9942.9860
Largest force on an atom, eV/Å: 1.8
HOMO energy, Eh: -0.316
Energy relative to the best compared isomer or geometry (same formula, charge and spin), kJ/mol: 116.8
HOMO-LUMO gap, Eh: 0.338

---

The following is a DFT calculation (the ωB97M-V functional and the def2-TZVPD basis) of 2 unconnected molecules or ions with the total composition C4H13NO2.

Each line ends with the Mulliken charge.
Element x y z (Å)
C  -1.75752  -0.41214  1.54395  -0.709
N  -0.58810  0.51391  1.19478  -0.494
C  -0.73580  0.74522  -0.28754  -0.605
C  0.33106  1.75201  -0.87979  -0.689
C  1.47158  0.81661  -1.38132  -0.680
O  2.03170  -0.02323  -0.40307  -0.505
H  -1.32786  -1.20887  2.24014  0.308
H  -2.64210  0.28374  1.96285  0.240
H  -2.17925  -0.85245  0.57726  0.265
H  0.32298  -0.01586  1.28970  0.297
H  -0.75446  -0.23381  -0.85794  0.349
H  -1.70277  1.18232  -0.36462  0.513
H  0.02201  2.36248  -1.78098  0.317
H  0.62255  2.44507  -0.03879  0.355
H  2.19142  1.63461  -1.67359  0.314
H  1.14135  0.25039  -2.23390  0.388
H  2.59080  0.60732  0.16260  0.344
H  0.79504  -3.87380  0.57604  0.331
H  0.18107  -2.51394  0.26017  0.308
O  -0.01369  -3.45958  0.09404  -0.646

Results
Calculated total energy, eV: -9942.1006
Largest force on an atom, eV/Å: 3.8
HOMO energy, Eh: -0.336
Energy relative to the best compared isomer or geometry (same formula, charge and spin), kJ/mol: 202.2
HOMO-LUMO gap, Eh: 0.360

---

The following is a DFT calculation (the ωB97M-V functional and the def2-TZVPD basis) of 2 unconnected molecules or ions with the total composition C4H13NO2.

Each line ends with the Mulliken charge.
Element x y z (Å)
C  0.10369  -1.12185  0.07577  -0.831
C  -0.42902  0.34571  0.41478  0.549
C  -1.91071  0.39828  0.32889  -1.532
O  0.16025  1.10972  -0.57839  -0.528
C  1.33259  -1.47131  0.87428  -0.430
N  1.13663  -1.65524  2.36352  -0.602
H  -0.66168  -1.89645  0.09958  0.380
H  0.37724  -1.31936  -0.95711  0.339
H  -0.00970  0.67606  1.38654  0.447
H  -2.20199  1.08391  -0.41331  0.320
H  -2.54021  0.68125  1.12085  0.378
H  -2.32920  -0.55575  0.05256  0.333
H  0.75699  1.77482  -0.14284  0.261
H  1.79506  -2.49240  0.59003  0.312
H  2.10236  -0.65428  0.77333  0.200
H  0.70469  -0.81494  2.87718  0.190
H  1.88677  -1.94521  2.94995  0.212
H  -1.20819  2.13605  -3.14777  0.286
H  -0.14822  1.26800  -2.42417  0.375
O  -0.29270  1.98278  -3.10558  -0.659

Results
Calculated total energy, eV: -9942.4882
Largest force on an atom, eV/Å: 3.5
HOMO energy, Eh: -0.332
Energy relative to the best compared isomer or geometry (same formula, charge and spin), kJ/mol: 164.8
HOMO-LUMO gap, Eh: 0.357